(1)
Molecular formula: C39H105N9O21P6
Method: DFT, ωB97M-V/def2-TZVPD

Last column: Löwdin charge in e.
Cartesian coordinates (Å):
H 3.5820 2.0687 3.4435  0.09
O 5.8768 2.8631 1.3145  -0.23
H -4.2612 1.6813 -2.3970  0.08
P -1.6986 3.9930 -1.7971  0.49
H 5.0536 -5.7865 -0.2109  0.09
H -0.9943 -4.6516 -8.4895  0.08
H 3.6624 0.6768 -0.2296  0.06
C -2.8146 6.2960 -1.3025  -0.12
C -0.5538 4.0890 -4.1746  -0.14
H -0.5578 2.1735 2.1153  0.06
N -2.3584 -4.4321 -2.1158  -0.28
H -3.9085 -2.3706 1.6308  0.09
C 3.4228 5.6302 1.4661  -0.56
H 0.9229 -3.9269 4.0148  0.08
H -5.0265 3.8148 1.9476  0.10
H -5.7566 -1.6216 -3.3024  0.08
C -0.8434 -1.2684 -5.8812  -0.25
H 2.0061 1.3928 3.1115  0.05
O 0.6782 -5.9365 0.8449  -0.22
H -1.8148 0.5002 -2.5924  0.04
H 0.1145 -1.8045 -2.2790  0.05
H 7.3559 2.4424 -2.6829  0.10
H 4.3322 -5.4577 -1.7698  0.08
H -1.4242 3.6071 -4.4671  0.04
H -5.6889 -4.0600 -1.0408  0.08
H 1.3061 1.7668 0.6683  0.12
H 1.7790 -1.6272 -2.7206  0.09
C -5.2323 3.9697 5.5912  -0.10
H -1.2536 -1.5525 0.5500  0.07
C 1.0093 4.2428 -2.3563  -0.06
C 4.4869 -0.2920 4.5027  -0.14
H -0.0763 2.1280 -0.2881  0.09
O -3.7867 1.1323 3.5306  -0.26
H 4.2650 -7.1391 -1.0412  0.10
H 5.1637 0.4542 4.7974  0.07
H 7.7539 1.5781 2.4693  0.09
C 7.5709 0.6001 2.0010  -0.12
N -2.3354 2.5481 -2.3268  -0.26
C 1.1258 5.3298 1.9878  -0.19
H 4.7104 6.6579 2.8076  0.10
H -3.3636 1.2833 -0.9475  0.08
C 3.0560 1.1507 3.2229  -0.07
O 2.4562 5.7232 2.3978  -0.01
C -1.5711 -2.8607 -7.3405  -0.57
C 0.4434 1.2690 5.4265  -0.06
H -0.6598 -5.0229 -3.2400  0.08
H 1.5526 5.0949 -2.7903  0.09
H 0.3578 5.2631 3.9865  0.08
H 0.0155 0.5130 -5.0132  0.04
H -0.6726 -1.9976 -5.0680  0.12
H -0.7213 -3.1755 -0.0382  0.08
H -3.7732 6.8040 -1.2915  0.08
H 1.6613 -0.9665 1.9028  0.07
H 1.5312 -6.2070 2.8057  0.07
C -5.4103 -3.8768 -2.0894  -0.10
H -3.3584 0.1073 5.2374  0.07
H 1.4230 -2.7702 1.8080  0.09
H -0.2275 0.3868 2.2017  0.04
H -0.5810 1.6652 -3.1727  0.06
H 0.2496 -1.6810 2.5399  0.05
H -3.5912 -6.2280 -1.7924  0.07
C -1.3006 -3.6349 -8.5886  0.02
H -0.0877 2.0558 4.8821  0.04
H -3.3806 6.0386 -3.9048  0.08
H -4.6705 -1.7944 0.1419  0.07
H -4.7943 5.2146 -2.9936  0.10
H -2.3050 -5.4953 -3.8522  0.06
H -5.3365 3.2792 6.4751  0.11
H -2.2272 -3.7123 -9.1821  0.09
H 2.1925 -3.5793 5.2006  0.07
O 7.3480 0.7827 0.6376  -0.21
H 1.4433 1.7059 5.6391  0.08
H 8.4034 1.2294 -1.6571  0.11
O -2.4407 -3.0926 -6.5603  0.11
H 4.6113 -1.1367 5.1627  0.08
H 1.3843 3.2399 -2.5961  0.06
C 4.1969 -6.0263 -0.8694  -0.10
N -2.9681 5.0651 -2.0670  -0.31
O -2.0655 -1.8819 -2.3978  -0.28
H 0.0469 -7.0648 2.2938  0.08
O 1.5930 -7.6860 -0.8955  -0.24
C 4.7615 5.7973 2.0998  0.01
H 0.0970 3.3106 -4.5135  0.08
H -0.3005 -8.6199 -1.0026  0.10
H -5.5026 -1.0352 -1.7216  0.08
C -0.5577 1.2265 1.5998  -0.06
H 8.4330 -0.0381 2.0601  0.09
O 3.0412 -5.7869 -0.0773  -0.23
C -3.7106 5.2070 -3.3027  -0.11
H 5.5168 5.9506 1.3660  0.07
H -1.5052 -3.0343 1.4879  0.08
O 0.8990 -5.2842 -1.5615  -0.23
H -4.1848 2.2865 1.5125  0.08
C -4.9668 -1.5579 -2.5539  -0.18
H -4.4390 4.6810 5.8261  0.08
H -6.0622 4.6021 5.3076  0.08
P -3.4664 2.6794 4.0271  0.41
C -3.6930 -1.9657 0.6158  -0.12
C 1.0735 -1.4994 -1.9176  0.03
C -1.5124 -2.6216 0.4843  -0.12
O -3.1678 3.5132 2.7854  -0.19
C -2.7316 -5.6663 -1.3929  -0.10
C 1.1109 -0.1199 -1.4011  -0.51
N -0.4295 4.3621 -2.7776  -0.26
H 1.6806 -7.5122 1.7198  0.08
O -1.4439 3.9763 -0.3673  -0.27
C -4.0674 3.3517 1.6980  -0.08
H -3.5848 3.8316 0.8241  0.07
H -4.4109 -0.6859 4.1834  0.09
H -4.1885 -0.8285 -2.8851  0.08
H -5.1398 0.7517 5.1264  0.10
H 0.4898 6.2030 1.7565  0.13
N 0.6333 -0.0425 4.6399  -0.27
O 2.3051 -1.4181 6.2043  -0.29
P 6.5093 2.0644 0.2288  0.33
H -1.4209 -0.6596 4.4255  0.08
C 0.3192 1.3446 0.4019  -0.17
C -4.2504 0.3129 4.6211  -0.10
N 2.0142 -2.0734 3.7126  -0.28
H 1.1530 4.2376 -1.2598  0.06
H -6.3339 -3.7395 -2.7087  0.11
C -3.5014 2.0414 -1.7065  -0.14
H 0.9231 -9.0980 -2.2728  0.09
C 0.1473 -0.1533 -5.8429  -0.06
C 8.0852 2.3144 -1.8468  -0.09
P 2.0604 -0.8233 4.8648  0.47
C 0.5163 -8.2498 -1.6792  -0.10
H -2.0394 1.2886 -4.0467  0.10
H -1.7288 -3.8148 -4.0505  0.06
O -4.9425 3.2234 4.4171  -0.25
H -0.0372 0.5141 -6.6856  0.09
C 1.3300 -1.8577 2.4460  -0.12
H -0.6588 -1.0525 6.0372  0.09
H 3.4162 0.7365 2.3000  0.06
O -0.7057 -1.8933 -7.1198  0.01
H 2.7231 -4.0132 3.5090  0.09
H 4.9064 -0.6429 3.5044  0.09
H -0.4870 5.0186 -4.7231  0.09
H -4.0779 2.7875 -1.1845  0.06
H -0.2438 -1.9599 4.6115  0.04
P 1.5011 -6.1073 -0.5172  0.42
H 3.7831 1.3064 -1.8022  0.07
H -0.5910 4.2949 2.7657  0.07
O 5.5389 1.4191 -0.7685  -0.19
C 0.4092 4.5923 3.1360  -0.06
H -3.6589 4.2430 -3.8084  0.07
H -1.6156 1.0247 1.3738  0.08
H 1.2195 4.6903 1.0807  0.10
H 0.9197 3.6918 3.4866  0.05
N 3.1760 0.2914 4.4263  -0.27
H -1.8136 -6.2864 -1.2705  0.07
H 5.0830 4.8663 2.5924  0.08
C 1.0019 -6.7189 2.0226  -0.06
H -0.6200 -3.0563 -9.2539  0.10
C -0.4955 -0.9803 4.9586  -0.10
H 8.9354 2.9765 -2.0201  0.08
O 7.6183 2.8079 -0.5868  -0.22
H -0.1677 1.0640 6.3243  0.08
O 1.6491 0.8366 -1.9459  0.04
O 0.4127 -0.0035 -0.2432  -0.03
C 1.9434 -3.4806 4.1347  -0.13
H -1.8930 -0.8922 -5.7621  0.14
O 3.2150 5.3943 0.3202  0.10
H -2.9823 -5.4112 -0.3477  0.08
H -4.8946 -4.7910 -2.3290  0.04
H 1.1842 -0.5182 -5.7634  0.09
H 3.7410 2.4775 -0.5079  0.10
H -3.1459 -1.0074 0.7395  0.08
C -1.6353 1.4538 -3.0103  -0.09
P -2.8663 -2.9493 -1.7373  0.53
O -2.4630 2.7061 5.1390  -0.24
H -1.9914 6.9264 -1.7136  0.10
C 4.0895 1.4668 -0.7770  -0.04
H 0.1675 -7.5803 -2.4943  0.08
C -1.7351 -4.7174 -3.4318  -0.06
N -2.8432 -2.8912 -0.0759  -0.28
H -2.5904 6.1529 -0.2786  0.05
H 1.2578 -2.1956 -1.0854  0.09
N -4.4788 -2.7972 -2.2167  -0.31
H 6.7316 0.1434 2.5016  0.06

HOMO-LUMO gap	0.32878	hartree
molar mass	1222.2	u
total charge	0



(2)
Molecular formula: C39H106HgN9O10
Method: DFT, ωB97M-V/def2-TZVPD

Last column: Löwdin charge in e.
Cartesian coordinates (Å):
H -20.4608 -6.5601 17.0352  0.13
N -18.7341 -8.0754 15.5792  0.04
H -21.2592 0.0407 16.8290  0.06
H -15.7652 3.2291 24.2111  0.13
C -18.4374 -6.8273 16.3331  -0.43
C -20.1879 -4.9679 18.8339  -0.14
H -13.6017 -4.1764 19.1204  0.08
N -25.2893 -1.7229 20.3540  0.01
H -19.9082 6.9750 17.6885  0.09
O -26.4777 -4.4001 18.5561  -0.18
C -14.3065 -3.3451 19.0448  -0.07
H -21.8483 1.4801 26.0690  0.08
H -22.6483 -1.4652 26.7710  0.04
C -16.6513 3.8018 23.9196  -0.21
O -19.0726 -5.5677 18.2477  -0.20
N -24.0304 -5.8095 20.9157  0.06
H -25.8086 -2.5955 20.2028  0.08
H -17.1397 -0.0902 16.2374  0.09
C -27.8943 -4.4096 18.5446  -0.09
H -19.9285 -5.0891 25.1354  0.08
N -21.8419 -5.4842 23.3980  0.05
H -18.5263 -8.8807 16.1598  0.07
H -16.7176 -2.2636 18.0198  0.11
H -24.1558 -6.8161 20.8672  0.09
H -25.4355 -0.1310 21.7867  0.13
C -19.2776 -1.2517 17.1169  -0.21
H -20.6140 -1.6664 14.7570  0.08
H -25.4758 -0.1787 27.5280  0.13
H -18.1085 -1.8116 21.1020  0.07
H -20.3617 2.4200 17.4805  0.09
N -17.3753 6.0140 23.2262  0.03
N -15.9454 -4.8894 18.3098  0.04
O -25.4811 1.6663 26.5983  -0.16
H -16.9089 -5.2229 18.3602  0.03
H -20.8944 -2.7144 21.8820  0.08
C -24.9638 0.3684 26.7209  -0.24
H -20.4818 -1.9694 20.3468  0.07
C -22.0657 -4.9381 24.7614  -0.42
H -15.4236 -5.6654 18.7108  0.07
H -25.8175 -4.7586 22.9039  0.07
C -20.8603 -2.3733 15.5477  -0.05
C -20.6690 -1.8533 16.9722  -0.39
H -28.2389 -3.9356 17.6301  0.09
H -18.0693 -8.0726 14.8133  0.07
N -22.9649 -0.8531 27.5093  0.05
H -27.8436 -0.2086 22.0612  0.10
H -16.5115 -2.3845 21.7767  0.09
H -20.7359 0.6053 21.4113  0.07
H -15.9001 -4.2593 20.2795  0.14
C -18.1125 1.9962 23.5255  -0.11
H -23.2414 1.1480 27.8069  0.14
H -27.0534 0.9596 25.4061  0.08
H -20.8029 -0.5993 22.7570  0.08
H -22.3307 0.0307 25.1665  0.06
H -22.4322 -5.6901 25.4636  0.13
C -25.9900 -5.1735 19.6210  -0.24
C -22.1594 -1.0477 21.1912  -0.57
H -23.2502 2.5381 19.8585  0.05
H -19.4456 -7.5740 18.0904  0.13
C -23.1657 -3.8992 24.7059  -0.22
H -16.8330 -0.6714 21.6207  0.09
C -22.6977 0.8714 25.7634  -0.05
H -26.3692 -4.7964 20.5834  0.10
C -25.9297 -2.0377 22.6988  -0.21
H -26.2966 -6.2295 19.5668  0.14
H -28.2919 -5.4259 18.6169  0.10
N -21.6902 -0.7937 17.2244  0.06
H -20.9676 3.4206 20.3014  0.15
H -17.4286 -6.8218 16.7602  0.13
H -21.9304 -2.5431 15.4000  0.07
H -18.6498 1.4737 22.7319  0.06
H -22.9426 -1.3605 21.9244  0.11
H -21.8085 -3.0404 20.3079  0.06
H -22.1048 1.3764 19.9183  0.00
C -20.6388 6.1874 17.5196  -0.11
H -22.3708 -4.9678 22.6990  0.02
H -22.0563 0.6007 22.6235  0.07
H -20.7636 -4.1350 26.3242  0.08
H -21.5668 6.6518 17.1641  0.09
H -26.2766 -3.8435 24.3154  0.08
H -14.3022 5.1318 24.2311  0.08
C -21.7472 4.3842 18.5240  -0.22
O -26.8622 -3.0556 22.4507  -0.18
H -18.1818 5.6538 22.7291  0.07
H -22.3640 -6.3588 23.4375  0.07
H -17.3893 1.3748 24.0556  0.09
H -15.4756 6.1260 25.0519  0.08
H -19.5765 -5.6128 14.9621  0.08
C -17.0278 -1.6430 21.1618  -0.10
C -23.7043 -5.6219 18.4630  -0.04
C -21.2742 3.1568 19.2820  -0.39
H -19.8654 -4.0983 19.4127  0.06
C -26.8382 1.6256 26.2482  -0.12
H -23.0231 -5.6791 20.8888  0.05
H -23.7821 -5.0884 26.9874  0.09
H -24.9248 -2.4754 22.8306  0.11
H -24.0563 -4.4370 24.3309  0.10
C -24.2668 -4.1204 26.8359  -0.09
H -20.5393 -3.4605 24.6814  0.07
H -24.1615 -4.0750 19.7044  0.11
H -20.1013 1.3818 18.9415  0.07
Hg -24.5730 -0.0154 18.9950  1.30
H -19.0617 -1.0038 18.1704  0.12
O -16.4821 -1.5105 19.8661  -0.19
H -24.2137 -6.3385 17.8119  0.09
H -23.3479 1.4576 25.1117  0.07
C -21.3248 -2.3161 20.9677  -0.04
C -15.1507 5.8035 24.0656  -0.07
N -22.3980 2.2108 19.4236  0.05
H -15.8757 4.8409 22.2501  0.14
O -19.2500 -0.0901 16.3160  -0.21
H -20.8884 -2.6704 17.6500  0.10
H -25.3132 -4.3346 26.5704  0.09
H -27.9332 -1.4397 20.8460  0.08
H -27.2040 2.6229 26.0004  0.09
H -20.2649 5.5915 16.6750  0.09
H -18.4865 -1.9287 16.7738  0.12
H -23.6743 -1.3495 28.0316  0.05
H -18.2651 -4.7370 15.7705  0.07
H -25.0812 -0.2564 25.8182  0.12
H -19.1742 2.7996 18.7536  0.09
H -28.2971 -3.8532 19.4029  0.08
C -16.6974 -2.6543 19.0334  -0.21
H -20.3018 -3.3023 15.4384  0.06
H -17.7202 -2.9870 19.2903  0.10
C -25.9258 -1.0772 21.5354  -0.42
H -14.7952 6.6543 23.4830  0.08
H -27.4397 1.3312 27.1191  0.09
H -23.0398 -3.0623 24.0110  0.12
H -21.6689 -0.6477 18.2343  0.01
H -17.0946 6.8491 22.7229  0.07
C -18.5498 -5.6927 15.3287  -0.06
C -24.4886 -5.1227 19.6949  -0.41
O -22.6705 -0.4945 20.0254  -0.43
H -18.9372 2.3698 24.1509  0.09
H -22.7675 -6.1107 18.7365  0.05
H -24.4044 -2.1034 20.7007  0.05
H -22.6712 4.7685 18.9779  0.13
O -23.6489 -3.2834 25.8887  -0.22
C -21.3787 -0.0182 22.0335  -0.04
H -23.3708 -4.8085 17.8116  0.07
H -13.9343 -2.6373 19.7956  0.08
H -24.2824 -3.5865 27.7841  0.09
H -20.9649 -4.6017 18.1583  0.06
H -27.5273 -4.7504 23.4238  0.10
H -14.1669 -2.8518 18.0850  0.09
H -17.9223 -5.8606 14.4519  0.08
H -20.6343 -5.6300 19.5940  0.09
H -17.8802 1.1549 17.2369  0.08
C -23.4691 0.4323 27.0142  -0.41
O -17.4346 3.0959 22.9520  -0.21
H -21.9636 4.0310 17.5095  0.13
H -27.2995 0.1848 20.4136  0.07
C -19.4533 -6.6898 17.4403  -0.19
C -15.7320 -3.7810 19.3124  -0.41
H -18.0023 1.2440 15.4571  0.09
H -26.0946 -1.4973 23.6420  0.14
C -20.1705 2.4017 18.5524  -0.04
C -27.3314 -0.5923 21.1802  -0.04
O -20.7866 5.4030 18.6804  -0.17
C -26.6281 -4.1492 23.3256  -0.08
H -17.3482 4.0034 24.7404  0.13
C -20.7336 -4.3682 25.2567  -0.05
C -18.0068 0.5746 16.3146  -0.09
C -16.2285 5.0941 23.2561  -0.44

HOMO-LUMO gap	0.15430	hartree
molar mass	1061.9	u
total charge	+1



Number 1: electronic energy -5670.3392 a.u.. Number 2: electronic energy -2947.6125 a.u..